ORCA calculation (ωB97M-V with the def2-TZVPD basis set) on a molecular structure, C15H35GaN4O9P at a distorted geometry.

HOMO-LUMO gap (spin up / spin down) ... 5.81 / 5.81 eV
Lowest unoccupied orbital energy (spin up / spin down) ... -4.28 / -4.28 eV
Net charge ... +1
Energy ... -3754.53929 Eh
Strongest force on any atom ... 4.59 eV/A

Last column: Mulliken charge in e.
Atoms and positions in Å:
O -1.2274 -0.5828 -3.7080  -0.546
H -1.9514 -0.3367 -4.2954  0.281
Ga -0.3021 0.3890 0.3068  0.238
N -0.2744 2.2400 -0.2174  1.069
N 1.0290 0.1441 -1.0234  0.838
N -1.7271 0.3976 1.5798  0.681
N -0.2820 -1.4716 0.8623  0.159
O -1.1104 3.1091 0.2378  -0.948
O -2.4748 1.5358 1.8403  -0.635
O 0.5845 -2.3944 0.3890  -0.578
O 1.6360 -0.9501 -1.3608  -0.938
C 1.3617 1.3112 -1.6193  0.355
C 0.6017 2.4517 -1.2242  0.516
C -1.8685 -0.6964 2.3496  0.586
C -1.0263 -1.7733 1.9379  0.422
C 0.6909 3.7997 -1.8222  -1.807
H 0.0528 3.8778 -2.7111  0.280
H 1.7117 3.9846 -2.1580  0.478
H 0.4047 4.5634 -1.0949  0.409
C 2.5027 1.2562 -2.5537  -1.767
H 2.4371 0.3674 -3.1881  0.366
H 3.4373 1.1630 -1.9851  0.238
H 2.5495 2.1525 -3.1734  0.512
C -2.7641 -0.7064 3.5290  -1.627
C -0.9118 -3.0985 2.5841  -1.895
H -3.7553 -0.3072 3.2887  0.373
H -2.3450 -0.1457 4.3744  0.262
H -2.9022 -1.7226 3.9034  0.489
H -0.1424 -3.6908 2.0807  0.398
H -1.8570 -3.6502 2.5118  0.454
H -0.6345 -2.9986 3.6403  0.368
H -2.0268 2.2727 1.2647  0.545
H 1.0898 -1.8473 -0.3795  0.493
C -1.0552 -1.9766 -3.7979  -0.463
H -0.6216 -2.3532 -4.7372  0.269
H -2.0311 -2.4602 -3.5849  0.272
H -0.3687 -2.1438 -2.9606  0.148
O -1.7774 0.1287 -1.1615  -0.207
H -1.5904 -0.0187 -2.1622  0.353
H -2.7103 0.3898 -1.0574  0.315
C 5.0187 3.1327 2.4602  -1.396
C 4.0851 2.2783 1.6415  -0.015
O 2.9620 1.8996 2.4952  -0.558
P 1.6835 1.1043 1.8411  0.491
O 1.7080 -0.3583 2.5215  -0.211
C 2.0139 -0.7414 3.8879  -0.107
C 2.9020 -1.9509 3.8198  -1.395
O 0.3870 1.8667 2.4433  -0.002
C 0.0816 2.0221 3.8420  0.105
C -0.9514 3.1002 3.9281  -1.360
H 4.5157 4.0369 2.8201  0.331
H 5.8630 3.4352 1.8373  0.413
H 5.4138 2.5820 3.3201  0.321
H 3.7060 2.8290 0.7712  0.230
H 4.5845 1.3671 1.2932  0.355
H 2.4949 0.0944 4.4139  0.433
H 1.0568 -0.9703 4.3748  0.201
H 3.8527 -1.7035 3.3356  0.325
H 3.1187 -2.3079 4.8290  0.416
H 2.4162 -2.7516 3.2537  0.263
H -0.2908 1.0651 4.2362  -0.056
H 1.0078 2.3007 4.3593  0.446
H -1.2404 3.2543 4.9701  0.454
H -1.8351 2.8205 3.3511  0.205
H -0.5541 4.0399 3.5326  0.356

Forces on atoms 1 to 3 (eV/Å):
O -0.5542 1.3276 -0.5797
H 0.1538 0.2269 -0.0996
Ga -0.1467 0.5442 -1.4366

ORCA calculation (ωB97M-V with the def2-TZVPD basis set) on a molecular structure, C15H36Br3HfO9S at a distorted geometry.

HOMO-LUMO gap ... 8.18 eV
Lowest unoccupied orbital energy ... -3.23 eV
Net charge ... +1
Energy ... -9438.42531 Eh
Strongest force on any atom ... 2.11 eV/A

Last column: Mulliken charge in e.
Atoms and positions in Å:
Hf 20.0088 -15.4437 0.4608  -1.255
Br 17.5052 -16.5841 -0.2093  -0.407
Br 21.4462 -13.4549 2.0079  -0.452
Br 19.5170 -13.2936 -1.3534  -0.525
O 21.2627 -17.9688 -3.2437  -0.665
S 20.6283 -16.6932 -3.0301  1.048
O 20.3834 -16.2216 -1.6881  0.341
O 21.5260 -15.5293 -3.7170  -0.229
C 22.3197 -15.8778 -4.8872  -0.238
C 23.6923 -16.3883 -4.4869  -1.025
C 19.1135 -16.5680 -4.0333  -1.250
H 22.3797 -14.8946 -5.3510  0.354
H 21.7820 -16.6400 -5.4505  0.329
H 23.6586 -17.1106 -3.6674  0.216
H 24.3953 -15.6200 -4.1566  0.318
H 24.2349 -16.9281 -5.2661  0.373
H 18.9909 -15.5445 -4.3734  0.367
H 18.2827 -16.8776 -3.4033  0.315
H 19.3270 -17.2447 -4.8569  0.482
C 23.2327 -14.7310 -0.7180  -0.987
O 22.3285 -15.6335 -0.0602  0.536
C 23.0433 -16.7565 0.4640  -1.350
C 22.1655 -17.9539 0.1769  -0.584
O 20.8348 -17.6264 0.6026  1.997
C 20.1592 -18.8633 0.9167  -0.659
C 20.0605 -19.8110 -0.2633  -0.970
O 19.2807 -19.2111 -1.2693  -0.035
C 19.1329 -20.0479 -2.3945  -0.906
H 22.7249 -13.8118 -1.0043  0.235
H 23.5374 -15.1678 -1.6729  0.235
H 24.1089 -14.5146 -0.1126  0.384
H 23.1493 -16.6121 1.5430  0.160
H 24.0493 -16.9284 0.0842  0.599
H 22.6065 -18.7883 0.7241  0.617
H 22.1906 -18.1866 -0.8881  0.508
H 19.1157 -18.6656 1.1674  0.019
H 20.6324 -19.3357 1.7722  0.262
H 19.5058 -20.7031 0.0448  0.575
H 21.0519 -20.1248 -0.6036  0.409
H 20.0873 -20.3620 -2.8331  0.327
H 18.5664 -19.4853 -3.1325  0.215
H 18.6049 -20.9698 -2.1189  0.377
C 17.8152 -13.2726 1.8905  -0.973
O 18.4137 -14.5557 1.9545  0.061
C 17.9436 -15.2290 3.1247  -1.021
C 18.6601 -16.5472 3.2215  -0.743
O 19.9945 -16.3939 2.7048  0.871
C 20.9800 -16.3345 3.7804  -0.940
C 21.3366 -17.7199 4.2690  -0.643
O 22.2826 -18.2803 3.3801  -0.130
C 22.8027 -19.5132 3.8498  -0.951
H 16.7683 -13.3288 1.5880  0.325
H 18.3070 -12.5294 1.2647  0.279
H 17.8213 -12.7512 2.8550  0.356
H 16.8641 -15.3845 3.1106  0.487
H 18.1851 -14.5935 3.9797  0.467
H 18.1244 -17.3032 2.6454  0.330
H 18.6914 -16.9029 4.2502  0.537
H 20.6764 -15.6347 4.5578  0.379
H 21.8530 -15.8806 3.3140  0.320
H 20.4485 -18.3447 4.4252  0.394
H 21.7785 -17.6267 5.2699  0.550
H 23.3301 -19.4483 4.8046  0.346
H 23.5541 -19.7822 3.1009  0.283
H 22.0517 -20.3087 3.8833  0.354

Forces on atoms 1 to 3 (eV/Å):
Hf -0.3616 1.3536 -0.5961
Br 1.4496 0.4904 0.5089
Br -0.7852 -1.0600 -0.7749

ORCA calculation (ωB97M-V with the def2-TZVPD basis set) on a molecular structure, C15H36BrF9N3O14S3V at a distorted geometry.

HOMO-LUMO gap ... 6.20 eV
Lowest unoccupied orbital energy ... -0.79 eV
Energy above the lowest of the compared OMol25 structures with the same formula, charge and spin ... 0.000 eV
Energy ... -7422.11056 Eh
Strongest force on any atom ... 2.53 eV/A

Last column: Mulliken charge in e.
Atoms and positions in Å:
O 1.5654 -0.0024 -0.8841  -0.041
V 0.8915 1.0228 0.0849  0.643
O -0.3739 0.2737 0.6660  -0.301
C 2.0932 1.5526 -6.1268  -1.532
C 2.0688 0.1222 -5.7122  0.319
C 2.7324 -0.1658 -4.3833  -0.302
O 2.7293 -1.5512 -4.2155  -0.481
C 2.9545 -1.9768 -2.8600  -0.482
N 0.6486 -0.3009 -5.5196  -0.102
H 0.1155 -0.3224 -6.3919  0.409
H 0.6231 -1.1827 -4.9768  0.433
H 0.1121 0.3766 -4.8906  0.180
H 3.1082 1.6989 -6.5267  0.431
H 1.8693 2.2970 -5.3876  0.290
H 1.5369 1.6428 -7.0682  0.492
H 2.4526 -0.5375 -6.4845  0.325
H 2.3041 0.3788 -3.5259  0.009
H 3.7390 0.2758 -4.4183  0.389
H 2.1291 -1.8333 -2.1659  0.099
H 3.7917 -1.3938 -2.4591  0.281
H 3.2726 -3.0145 -2.9195  0.356
C -2.5889 0.8776 4.4556  -1.300
C -2.8728 2.1718 3.7815  0.242
C -3.2410 2.0593 2.3550  -0.053
O -4.4168 1.3550 2.2003  -0.467
C -4.6920 1.1716 0.8448  -0.397
N -4.0181 2.8879 4.5241  -0.230
H -4.3496 3.7219 4.0206  0.335
H -4.8251 2.2523 4.5912  0.361
H -3.6307 3.1763 5.4272  0.373
H -3.4638 0.3380 4.8370  0.378
H -1.9564 1.0503 5.3343  0.450
H -2.0407 0.1871 3.8196  0.095
H -2.0376 2.8652 3.8865  0.386
H -2.3812 1.5855 1.8558  -0.310
H -3.3664 3.0182 1.8339  0.490
H -5.4912 0.4253 0.8054  0.310
H -3.8319 0.7277 0.3499  -0.170
H -5.0847 2.0799 0.3904  0.347
C -1.6687 -3.8668 4.0908  -1.237
C -1.1784 -4.4135 2.8095  0.522
C -1.6750 -3.7781 1.5558  -1.001
O -1.6708 -2.4046 1.6696  0.072
C -2.1592 -1.8335 0.5240  -0.201
N 0.3567 -4.2910 2.8206  -0.300
H 0.7576 -4.6620 1.9491  0.383
H 0.8284 -3.3576 2.9506  0.432
H 0.7224 -4.8323 3.6182  0.436
H -1.0318 -4.0903 4.9458  0.446
H -2.6603 -4.2801 4.2945  0.374
H -1.8216 -2.7893 4.0645  0.100
H -1.2417 -5.4989 2.7490  0.394
H -2.6890 -4.1879 1.3702  0.402
H -1.0786 -4.1145 0.6861  0.414
H -2.1327 -0.7562 0.5760  -0.666
H -3.1797 -2.1926 0.2994  0.397
H -1.5855 -2.0901 -0.3843  0.348
C -2.5103 1.8697 -1.8513  0.601
F -3.5490 2.0452 -2.6454  -0.252
F -2.7345 2.4557 -0.7173  -0.199
F -2.3754 0.5628 -1.5700  -0.243
S -0.9218 2.5128 -2.5417  1.236
O -0.9141 1.8536 -3.8383  -0.948
O -1.0316 3.9147 -2.6096  -0.676
O 0.0731 2.0418 -1.6072  -0.570
C 4.3608 2.7335 -2.1787  0.521
F 5.4953 3.3654 -2.5064  -0.224
F 3.4121 3.0606 -3.1287  -0.226
F 4.5528 1.3722 -2.2541  -0.228
S 3.8313 3.1738 -0.4709  1.351
O 3.6181 4.5863 -0.5237  -0.675
O 2.6046 2.4304 -0.2259  -0.089
O 4.9936 2.8034 0.2700  -0.732
C 4.2108 -1.5541 1.6861  0.586
F 5.0783 -1.9729 2.5778  -0.245
F 4.8002 -0.6905 0.9289  -0.207
F 3.8705 -2.5742 0.9346  -0.277
S 2.7020 -0.8280 2.5214  1.062
O 3.1562 -0.4805 3.8378  -0.709
O 2.3675 0.2842 1.6541  -0.817
O 1.7139 -1.9094 2.5669  -0.917
Br 0.2282 3.0721 1.9549  -0.693

Forces on atoms 1 to 3 (eV/Å):
O 0.1945 -0.7786 -0.6616
V 0.8194 0.9691 0.7289
O 0.0056 0.1239 -0.1074